[1]
A 2-piece molecular cluster, C6H16NO overall. Source: the OMol25 dataset; level of theory: the ωB97M-V functional and the def2-TZVPD basis.

Structure (XYZ):
```
24
Properties=species:S:1:pos:R:3:forces:R:3:mulliken_spin:R:1
C -1.0454 -1.3376 -0.5096 -1.41 -0.75 1.21 0.00
O -1.6708 -0.1212 -0.1033 0.24 0.06 -0.04 0.00
C 0.3567 -1.4694 -0.0468 2.01 -0.40 -1.76 0.00
C 1.4499 -0.6333 -0.4290 0.54 -0.36 -1.30 0.00
C 1.2535 0.0668 -1.8031 -0.32 1.53 1.88 0.00
C 1.6764 0.3320 0.8235 -0.17 0.82 0.67 0.00
C 3.0820 0.9654 1.0444 -0.96 -0.85 0.97 0.00
N -4.9145 0.8787 0.3640 -1.08 2.46 1.73 1.02
H -1.5909 -2.2247 -0.1410 -0.06 0.45 0.02 0.00
H -1.1651 -1.3849 -1.5917 0.70 0.02 -0.24 0.00
H -1.5873 -0.0288 0.8510 0.07 -0.04 0.13 0.00
H 0.6996 -2.4005 0.4118 -0.64 0.11 0.57 0.00
H 2.3980 -1.2036 -0.4105 -0.47 -0.19 0.15 0.00
H 2.0015 0.8658 -1.8227 0.03 -0.26 -0.45 0.00
H 0.2984 0.5967 -1.6822 0.11 -0.09 -0.67 0.00
H 1.2930 -0.5523 -2.6916 0.04 -0.25 0.17 0.00
H 1.4220 -0.2281 1.7292 0.18 0.03 0.04 0.00
H 0.9423 1.1407 0.7689 -0.10 -0.15 -0.24 0.00
H 2.9376 1.3530 2.0624 0.23 0.43 -0.30 0.00
H 3.8543 0.2165 1.2001 0.16 -0.04 -0.54 0.00
H 3.3541 1.7706 0.3737 0.01 -0.15 -0.22 0.00
H -4.4150 1.7012 -0.0074 0.38 -0.67 -0.72 -0.01
H -4.6901 0.7303 1.3608 0.36 -0.89 -0.38 -0.01
H -5.9399 0.9670 0.2492 0.15 -0.83 -0.70 0.00
```
Forces are in eV/Å.

Summary:
LUMO energy (alpha / beta) = -9.7 / -13.2 eV
Frontier orbital gap (alpha / beta) = 0.319 / 0.192 Eh
Spin multiplicity = 2
ΔE to the lowest compared entry with this formula, charge and spin = 4.079 eV
<S²> = 0.75
Net charge = +2



[2]
A 2-piece molecular cluster, C6H16NO2Si2 overall. Source: the OMol25 dataset; level of theory: the ωB97M-V functional and the def2-TZVPD basis.

Structure (XYZ):
```
27
Properties=species:S:1:pos:R:3:forces:R:3:nbo_charge:R:1
C -2.9222 1.0714 -0.0955 -2.55 1.42 -0.44 0.81
C -3.7344 1.7337 -1.1673 3.19 -0.23 -0.22 -0.70
C -0.2117 -4.7637 0.0106 -1.09 -1.65 -1.56 0.01
C 1.2307 2.6803 1.2176 -0.70 -0.81 2.12 -1.13
C 2.4423 -0.4034 1.6171 -2.57 0.87 0.58 -1.09
C 2.2684 1.0074 -1.2552 -0.44 3.15 1.04 -1.12
N -0.0735 -3.6274 -0.4973 0.91 1.11 1.11 -0.68
O -3.3348 0.9314 0.9991 0.39 -0.76 1.78 -0.53
O -1.7168 0.6791 -0.4927 1.68 -0.03 -0.35 -0.94
Si -0.5609 -0.3828 -0.1694 -0.47 -0.61 0.66 1.35
Si 1.5503 0.9403 0.5394 1.54 -0.87 -1.18 1.36
H -4.3295 0.9139 -1.4952 -1.01 -0.15 -0.75 0.25
H -4.2399 2.5607 -0.7001 -0.42 0.20 -0.36 0.26
H -0.3755 -5.6824 -0.6241 0.58 0.70 0.68 0.16
H -0.3668 -4.8973 1.0634 0.08 0.13 0.57 0.17
H 0.7564 3.4185 0.5959 -0.36 -0.06 -0.62 0.27
H 0.5913 2.6272 2.2052 1.52 0.17 -1.74 0.27
H 2.2492 3.0984 1.4136 -0.62 -0.48 0.21 0.28
H 3.5028 -0.5426 1.5474 0.47 0.03 -0.63 0.27
H 2.2595 -0.1191 2.7021 -0.14 -0.81 -1.16 0.26
H 1.8368 -1.3026 1.2666 1.18 0.65 1.00 0.24
H 3.0991 0.4497 -1.5547 1.15 -1.59 0.07 0.26
H 1.4960 0.8811 -1.9989 -0.21 0.21 -0.36 0.23
H 2.7141 2.0752 -1.3710 -1.11 -1.39 0.12 0.26
H 0.0941 -3.6030 -1.4839 -0.23 -0.50 -0.82 0.35
H -2.9155 1.9758 -1.9016 -1.64 0.36 0.06 0.22
H -1.3095 -1.7199 -0.3711 0.89 0.94 0.18 -0.12
```
Forces are in eV/Å.

Summary:
LUMO energy = -5.3 eV
Frontier orbital gap = 0.291 Eh
Net charge = +1



[3]
A 4-piece molecular cluster, C6H16NO3 overall. Source: the OMol25 dataset; level of theory: the ωB97M-V functional and the def2-TZVPD basis.

Structure (XYZ):
```
26
Properties=species:S:1:pos:R:3:forces:R:3:nbo_charge:R:1
C -3.6948 0.7072 -0.1476 1.47 -1.30 -1.73 0.31
O -3.3564 -0.2198 -0.8717 -1.32 0.20 0.64 -0.60
C 2.4719 -0.3518 0.9356 -2.48 1.55 -0.33 -0.21
C 2.1211 0.4623 -0.4814 0.66 -1.76 1.49 -0.44
C 1.9029 -0.6455 -1.6054 1.56 -0.83 1.20 -0.47
C -0.5835 -1.0376 -1.4115 -1.75 -0.38 -0.72 -0.40
C 0.5179 -1.0654 -2.1593 0.88 0.38 0.59 -0.22
N 1.2009 -0.7886 1.5516 0.19 -0.56 0.26 -0.88
H -4.6514 0.7508 0.3568 -0.34 0.04 0.37 0.11
H -2.9822 1.5106 -0.1386 -0.19 1.11 0.39 0.14
H 2.9714 0.1789 1.7753 -0.17 0.58 -0.99 0.18
H 1.0775 0.7619 -0.4362 0.36 1.37 0.98 0.27
H 2.9196 1.2886 -0.5025 -1.42 -1.10 -1.07 0.20
H 2.4893 -1.4873 -1.1841 -1.26 -0.68 0.50 0.20
H 2.6507 -0.6298 -2.3432 0.51 1.28 -2.16 0.20
H -0.6250 -0.7117 -0.3931 0.58 0.46 0.47 0.21
H -1.6678 -1.2522 -1.6684 1.84 -0.03 -0.51 0.24
H 0.5357 -1.4104 -3.2154 -0.23 0.28 0.81 0.19
H 0.5668 0.0020 1.5802 0.06 0.90 0.33 0.41
H 0.6518 -1.3879 0.9519 0.51 -0.59 -0.34 0.34
H -0.6398 2.3340 1.6851 0.32 1.50 1.18 0.42
H -1.8284 1.3625 1.3128 0.41 -1.58 1.48 0.49
O -0.4746 1.6484 1.0749 -0.63 -0.85 -1.36 -1.21
H 3.1030 -1.1968 0.7886 0.48 -0.84 -0.64 0.16
H -2.0667 0.3541 2.5664 1.23 -0.99 1.08 0.45
O -2.6099 0.8234 1.9793 -1.27 1.85 -1.94 -1.09
```
Forces are in eV/Å.

Summary:
LUMO energy = 3.8 eV
Frontier orbital gap = 0.303 Eh
ΔE to the lowest compared entry with this formula, charge and spin = 3.359 eV
Net charge = -1



[4]
A 2-piece molecular cluster, C6H16NOS overall. Source: the OMol25 dataset; level of theory: the ωB97M-V functional and the def2-TZVPD basis.

Structure (XYZ):
```
25
Properties=species:S:1:pos:R:3:forces:R:3:nbo_charge:R:1
C -1.3196 -0.0611 0.2938 -0.94 0.77 0.89 0.12
C -2.5702 0.2779 1.0314 0.96 -0.88 1.50 -0.79
C 2.4647 -1.3815 -1.0333 2.98 -0.70 -1.34 -0.45
C -0.7478 2.7654 -1.1792 -2.48 -4.85 1.49 -0.76
C -0.7196 -1.2168 0.9585 -0.12 -0.68 -1.75 -0.67
C 0.3821 -1.8417 0.0817 -2.08 -3.98 -1.38 -0.23
N 1.6178 -1.1107 0.1395 0.25 1.73 0.20 -0.56
O 1.3031 1.3970 -0.3462 0.33 -0.41 0.51 -1.00
S 0.0748 2.0089 0.2771 -0.87 0.38 -1.26 1.13
H -2.5266 0.4125 2.1882 -0.03 -1.37 -1.63 0.23
H -3.0149 1.1639 0.7806 -1.03 2.43 -1.31 0.22
H -3.2274 -0.5098 0.5989 -0.03 0.12 0.83 0.27
H 1.9539 -1.2901 -2.0473 0.26 -0.03 1.73 0.25
H 3.4108 -0.6943 -1.0861 -1.96 -1.11 0.43 0.26
H 2.8632 -2.4635 -0.8925 -0.75 1.80 -0.49 0.23
H -1.5105 1.9275 -1.5193 1.74 1.59 0.48 0.26
H -1.3141 3.5776 -0.9103 -0.93 2.30 0.48 0.24
H 0.0352 2.8487 -1.8325 1.73 0.69 -1.83 0.25
H -0.2731 -1.0717 1.8866 1.00 1.14 2.00 0.27
H -1.5757 -1.8019 1.3889 0.77 -0.56 -1.12 0.29
H 0.4190 -2.9669 0.3434 0.82 1.72 -0.14 0.24
H 0.2311 -1.8949 -1.0637 -0.83 0.39 2.00 0.24
H 2.1783 -1.1956 0.9654 0.34 -0.85 0.78 0.42
H 1.3452 -0.0563 0.2357 0.59 -0.32 -1.47 0.48
H 0.5204 3.1773 0.7406 0.28 0.68 0.38 0.06
```
Forces are in eV/Å.

Summary:
LUMO energy = -3.9 eV
Frontier orbital gap = 0.306 Eh
ΔE to the lowest compared entry with this formula, charge and spin = 4.905 eV
Net charge = +1



[5]
A 2-piece molecular cluster, C6H16O overall. Source: the OMol25 dataset; level of theory: the ωB97M-V functional and the def2-TZVPD basis.

Structure (XYZ):
```
23
Properties=species:S:1:pos:R:3:forces:R:3:nbo_charge:R:1
C 0.2452 -2.2826 -1.0481 -1.97 -3.33 0.63 -0.61
C -0.4151 -1.6464 0.0883 -2.13 0.73 3.03 -0.37
C 0.0516 -0.2188 0.3824 -1.53 -0.40 -0.61 -0.28
C 1.4829 -0.2673 0.8272 2.33 -1.12 0.89 -0.62
C -1.0915 0.3226 1.3029 -0.89 0.22 1.92 -0.39
C -0.9572 1.8307 1.3122 0.25 0.62 -2.57 -0.62
H 1.2542 -2.4330 -0.8849 2.16 -0.54 0.54 0.20
H 0.1976 -1.6544 -1.8630 -0.52 1.07 -2.22 0.20
H -0.2344 -3.3141 -1.1936 0.74 1.43 -0.41 0.20
H -1.5468 -1.4747 -0.0059 1.54 -1.05 -0.51 0.21
H -0.3296 -2.2245 1.1304 0.02 0.85 -2.22 0.19
H 0.0807 0.4338 -0.5065 -0.57 -0.58 -0.04 0.23
H 2.1731 -0.8772 0.1129 -1.48 1.19 0.70 0.21
H 2.0500 0.7106 0.9434 -0.97 -1.10 0.30 0.21
H 1.5188 -0.9543 1.7280 0.29 1.24 -0.35 0.20
H -1.0429 -0.1102 2.3501 0.48 0.42 -0.92 0.20
H -2.2113 0.0619 1.0731 2.24 0.14 -0.51 0.20
H 0.1124 2.0285 1.4386 -0.27 0.56 0.85 0.20
H -1.6678 2.4669 1.8786 0.68 -0.55 -0.13 0.21
H -1.0279 2.0830 0.1810 -0.41 0.11 1.73 0.20
H 0.4178 1.6514 -3.2661 -0.29 0.01 2.51 0.47
H 0.9736 2.5813 -2.2644 0.97 1.44 0.55 0.47
O 0.4233 1.8245 -2.2552 -0.65 -1.38 -3.16 -0.93
```
Forces are in eV/Å.

Summary:
LUMO energy = 0.6 eV
Frontier orbital gap = 0.389 Eh
ΔE to the lowest compared entry with this formula, charge and spin = 1.841 eV
Structure (SMILES) = CCC(C)CC.O



[6]
A 2-piece molecular cluster, C6H16O2S2 overall. Source: the OMol25 dataset; level of theory: the ωB97M-V functional and the def2-TZVPD basis.

Structure (XYZ):
```
26
Properties=species:S:1:pos:R:3:forces:R:3:nbo_charge:R:1
S -3.3509 -0.3653 1.9691 0.09 -0.02 -0.03 0.08
S -2.9804 0.9883 3.4473 0.02 0.06 -0.06 0.10
C -2.0690 -1.6044 2.2577 0.51 -0.45 0.19 -0.77
C -1.7026 2.0249 2.7026 0.46 0.33 -0.37 -0.76
H -2.2152 -2.4094 1.5180 0.01 0.33 0.24 0.23
H -2.1476 -2.0375 3.2691 -0.07 0.23 -0.45 0.23
H -1.0549 -1.1896 2.1305 -0.45 -0.11 -0.01 0.22
H -0.7824 1.4570 2.4852 -0.39 0.18 0.19 0.22
H -2.0566 2.4922 1.7683 0.04 -0.20 0.44 0.22
H -1.4615 2.8223 3.4254 -0.11 -0.34 -0.23 0.23
O -0.4024 0.6467 -0.9999 -0.77 -0.28 0.27 -0.75
O 1.9667 0.1770 0.3708 -0.39 0.17 -0.30 -0.75
C -0.2602 -0.4379 -1.9349 -0.27 -0.15 -0.04 -0.07
C 2.7485 0.2977 -0.8091 0.37 0.02 0.16 -0.06
C 1.0481 -0.2821 -2.6899 -0.02 0.01 -0.29 -0.43
C 2.3298 -0.6486 -1.9313 0.15 -0.20 -0.06 -0.43
H -1.2745 0.5594 -0.5613 0.67 0.10 -0.29 0.49
H 1.0592 0.4537 0.1253 0.41 -0.14 0.12 0.49
H -1.1070 -0.4183 -2.6476 0.34 0.04 0.27 0.17
H -0.2889 -1.4093 -1.4048 0.04 0.33 -0.13 0.17
H 3.7854 0.0574 -0.5051 -0.47 0.15 -0.17 0.18
H 2.7400 1.3401 -1.1818 0.02 -0.26 0.11 0.15
H 0.9759 -0.9424 -3.5754 0.04 0.34 0.29 0.21
H 1.1107 0.7619 -3.0527 -0.03 -0.41 0.06 0.21
H 2.2340 -1.6668 -1.5075 0.09 0.35 -0.20 0.20
H 3.1558 -0.6671 -2.6680 -0.30 -0.07 0.29 0.21
```
Forces are in eV/Å.

Summary:
LUMO energy = 0.6 eV
Frontier orbital gap = 0.355 Eh
ΔE to the lowest compared entry with this formula, charge and spin = 0.000 eV
Structure (SMILES) = OCCCCO.CSSC



[7]
A 2-piece molecular cluster, C6H16S2 overall. Source: the OMol25 dataset; level of theory: the ωB97M-V functional and the def2-TZVPD basis.

Structure (XYZ):
```
24
Properties=species:S:1:pos:R:3:forces:R:3:nbo_charge:R:1
S -2.1324 -1.8779 -3.3277 0.86 -2.27 -1.99 0.22
C -2.6617 -0.6715 -2.2608 -1.05 1.75 2.11 -0.80
C -4.6656 -2.9116 -3.8767 0.14 0.31 -0.56 -0.62
C -3.4141 -3.1439 -3.0365 -0.38 -0.34 0.56 -0.53
H -2.4932 -1.0196 -1.2279 -0.17 0.44 -0.17 0.21
H -3.7359 -0.4563 -2.3887 0.39 0.13 0.08 0.21
H -2.0951 0.2623 -2.4143 -0.23 -0.43 0.01 0.24
H -4.3313 -2.8260 -4.9244 -0.43 0.02 0.29 0.21
H -5.1455 -1.9632 -3.5820 0.09 -0.35 -0.22 0.20
H -5.4135 -3.7196 -3.8109 0.37 0.24 0.15 0.21
H -2.9960 -4.1486 -3.2395 0.01 0.63 0.09 0.22
H -3.7003 -3.1081 -1.9677 0.39 -0.11 -0.34 0.21
S 3.1365 0.6794 2.6682 0.64 0.35 -0.26 0.17
C 2.6828 1.7707 1.2772 -0.13 0.72 0.32 -0.75
C 3.7939 2.8191 4.4940 0.23 -1.12 -0.18 -0.62
C 4.4020 1.7174 3.5257 -0.44 1.16 0.35 -0.52
H 3.5619 2.1418 0.7240 -0.26 -0.32 0.28 0.21
H 2.1638 2.6315 1.7313 0.12 -0.21 -0.49 0.21
H 1.9977 1.2835 0.5631 0.34 -0.04 0.54 0.23
H 3.1377 2.3361 5.2375 0.23 0.28 -0.27 0.21
H 3.2063 3.5727 3.9431 0.27 -0.39 0.12 0.21
H 4.6120 3.3319 5.0273 -0.29 -0.15 -0.21 0.21
H 5.0646 0.9972 4.0432 -0.45 0.48 -0.09 0.22
H 5.0251 2.3028 2.8225 -0.27 -0.75 -0.10 0.21
```
Forces are in eV/Å.

Summary:
LUMO energy = 0.7 eV
Frontier orbital gap = 0.334 Eh
ΔE to the lowest compared entry with this formula, charge and spin = 0.841 eV
Structure (SMILES) = CCSC.CCSC



[8]
A 2-piece molecular cluster, C6H16SSi overall. Source: the OMol25 dataset; level of theory: the ωB97M-V functional and the def2-TZVPD basis.

Structure (XYZ):
```
24
Properties=species:S:1:pos:R:3:forces:R:3:nbo_charge:R:1
C 1.4528 0.3456 1.4776 -1.02 1.96 4.60 -0.62
C -0.2084 0.4976 3.5205 -0.97 -1.36 -1.43 -0.63
C -0.1848 -1.5385 1.9431 0.28 -1.55 0.61 -0.64
C -1.4486 0.1711 -3.4236 -0.79 2.00 0.84 -1.14
C 1.2276 2.0119 -2.6866 -3.17 0.03 -1.06 -1.13
C 0.0458 -0.0311 2.0538 -0.16 -0.54 -1.08 -0.15
Si 0.1449 0.4295 -2.3654 -1.28 0.28 1.29 1.35
S -1.1333 0.6596 0.8248 -0.08 0.80 -1.30 -0.35
H 1.5061 1.4306 1.8342 0.28 -1.04 -1.44 0.21
H 2.2682 -0.1105 2.0428 0.06 -0.55 -0.40 0.20
H 1.3825 0.1745 0.4625 0.64 -0.14 -2.03 0.20
H -1.2769 0.7535 3.6918 0.31 -1.13 -0.07 0.23
H 0.1669 1.4832 3.6562 1.35 0.55 0.26 0.21
H 0.1815 -0.3349 4.1587 -0.36 1.25 0.08 0.22
H -1.1552 -1.9438 2.2752 0.16 0.69 -0.02 0.22
H -0.0009 -2.0342 0.9944 -0.38 0.93 -0.97 0.21
H 0.5555 -2.1432 2.4498 0.51 0.16 1.28 0.19
H -2.2440 -0.4471 -2.9658 0.62 0.37 0.03 0.27
H -1.9440 1.1096 -3.8775 0.85 -1.03 1.32 0.26
H -1.1546 -0.2959 -4.3108 0.76 -1.27 -1.45 0.24
H 2.2100 1.6182 -2.8600 0.80 0.47 0.48 0.25
H 0.8409 2.5039 -3.6948 0.75 -0.92 2.17 0.25
H 0.9611 2.6740 -1.7975 1.09 -0.70 -1.22 0.29
H 0.8280 -0.8632 -1.9488 -0.23 0.75 -0.48 -0.16
```
Forces are in eV/Å.

Summary:
LUMO energy (alpha / beta) = -0.9 / -1.0 eV
Frontier orbital gap (alpha / beta) = 0.236 / 0.229 Eh
ΔE to the lowest compared entry with this formula, charge and spin = 3.064 eV



[9]
C6H17AsN2O4PS as an isolated structure. Source: the OMol25 dataset; level of theory: the ωB97M-V functional and the def2-TZVPD basis.

Structure (XYZ):
```
32
Properties=species:S:1:pos:R:3:forces:R:3:nbo_charge:R:1
C -2.0305 -2.0268 -3.1915 1.65 -0.59 0.59 -0.68
C -1.1644 -0.6272 -3.0373 -0.80 0.82 -1.50 -0.06
O -1.4042 0.1007 -1.7822 0.92 -2.20 -0.98 -0.58
C -0.9731 -0.6579 -0.5986 -1.54 -1.44 0.36 -0.42
As 0.4930 0.2645 0.4875 -5.00 0.79 0.13 0.99
C -0.8301 0.9424 1.8850 -0.98 1.46 1.66 -0.56
N -0.6193 0.2308 3.2089 0.14 1.37 0.35 -0.68
C -0.7445 1.1853 4.3938 0.83 -0.74 0.81 -0.43
N 1.8648 1.1097 1.5507 2.35 10.40 -1.07 -0.86
C 1.9530 2.4496 1.2213 -2.72 -0.95 -1.29 0.82
O 1.7677 3.7027 0.7675 1.81 -8.66 3.49 -0.60
P 2.1715 -0.4823 -0.8792 3.93 -1.18 -1.75 1.35
O 2.6584 0.7423 -2.0177 0.64 -2.16 0.24 -1.00
O 1.8076 -1.9243 -1.7837 0.47 2.42 -1.77 -1.00
S 3.7222 -0.9488 0.2685 -0.43 -0.10 -0.89 -0.68
H -1.2445 -2.9066 -3.0145 -1.91 1.67 -0.24 0.21
H -2.4523 -2.1953 -4.2745 0.63 0.61 2.22 0.21
H -2.8382 -2.0752 -2.3430 1.44 0.11 -1.88 0.23
H -1.5611 0.0838 -3.9107 0.88 -1.26 2.05 0.17
H -0.0099 -0.7575 -3.2495 -2.34 -0.01 0.63 0.17
H -0.6062 -1.7486 -0.8101 -0.71 1.93 -0.09 0.19
H -1.9414 -0.7709 0.0903 2.09 0.23 -1.31 0.19
H 0.6074 -1.0619 1.3247 0.65 0.17 -0.20 -0.10
H 0.3427 1.5846 -0.3606 0.08 -0.36 -0.07 -0.13
H -0.6757 2.1077 2.0927 -0.16 -2.22 -0.83 0.17
H -1.9528 0.8190 1.5806 1.97 0.14 0.42 0.18
H 0.3461 -0.1665 3.3000 -1.14 0.60 -0.66 0.36
H -1.3759 2.1466 4.1675 1.21 -2.01 0.40 0.20
H 0.3608 1.4763 4.7359 -2.40 -0.14 -0.59 0.18
H -1.2078 0.5556 5.2777 0.70 1.54 -1.54 0.18
H 3.6114 0.5603 -2.3232 -1.94 0.23 1.02 0.49
H 1.9254 -1.7118 -2.7762 -0.32 -0.47 2.29 0.48
```
Forces are in eV/Å.

Summary:
LUMO energy = 2.9 eV
Frontier orbital gap = 0.273 Eh
Net charge = -1